Entry from OMol25: a molecular structure, C6H12N2 in a non-equilibrium geometry (the ωB97M-V functional and the def2-TZVPD basis).

Last column: natural (NBO) charge in e.
Cartesian coordinates (Å):
C  -0.100736  0.535558  1.831279  -0.635
C  1.085097  1.008035  0.911229  -0.414
C  1.146047  -0.063357  -0.361518  -0.023
C  1.235434  -1.461609  -0.254942  -0.438
C  -0.323722  -1.190652  -0.978018  -0.188
C  -2.154743  0.692055  -1.147145  -0.284
H  -1.069224  0.618648  1.378528  0.221
H  0.109577  -0.512239  2.241786  0.200
H  -0.097092  1.384737  2.681310  0.216
H  1.912079  0.761852  1.651864  0.206
H  1.066729  2.056983  0.516532  0.235
H  2.039048  0.310317  -1.102933  0.157
H  2.046002  -1.741306  -1.096436  0.246
H  0.888557  -2.052150  0.686879  0.242
H  -0.600649  -1.427016  -1.978424  0.193
H  -1.032479  -1.507062  -0.199162  0.189
H  -2.498895  -0.233559  -1.930328  0.199
H  -2.782717  1.677807  -1.136343  0.206
N  0.022307  0.084057  -1.006096  -0.321
N  -0.890619  1.058902  -0.708062  -0.209

Forces on atoms 1 to 6 (eV/Å):
1.2 2.1 1.8
0.8 -3.1 0.5
8.3 9.1 3.3
-2.0 -4.8 -2.5
0.3 -5.8 0.0
1.8 2.5 -0.8

The value obtained for the energy is -9389.6107 eV. As for the energy above the lowest of the compared OMol25 structures with the same formula, charge and spin: 166.9 kcal per mole. The HOMO energy comes out at -0.294 Eh.

Entry from OMol25: 2 unconnected molecules or ions with the total composition C6H12N2 in a non-equilibrium geometry (the ωB97M-V functional and the def2-TZVPD basis).

Last column: natural (NBO) charge in e.
Cartesian coordinates (Å):
C  0.115822  -1.338128  -0.339950  0.176
C  0.956136  0.057812  -0.152778  0.099
N  0.936082  -2.382843  -0.704120  -0.822
N  1.307326  0.275495  1.181791  -0.836
C  -1.170360  -1.321605  -0.100258  -0.542
C  1.797940  0.390741  -1.159737  -0.492
H  1.926801  -2.250269  -0.567423  0.392
H  0.591441  -3.311572  -0.519735  0.384
H  2.256644  0.572868  1.368407  0.383
H  0.873957  -0.309802  1.876161  0.394
H  -1.891129  -2.091741  -0.310857  0.205
H  2.694067  0.968109  -0.987112  0.191
H  1.551708  0.154240  -2.180815  0.214
H  -1.589569  -0.207963  0.006564  0.239
C  -1.549455  1.516092  -0.125130  -0.417
C  -1.996723  2.039136  1.002282  -0.396
H  -2.939199  2.566519  1.074074  0.193
H  -2.052079  1.671696  -1.070960  0.203
H  -0.348011  1.101004  -0.228653  0.239
H  -1.471398  1.900211  1.938247  0.193

Forces on atoms 1 to 6 (eV/Å):
1.5 2.6 0.3
2.2 -4.2 -0.4
0.2 -0.2 -0.1
-0.3 0.4 0.0
-2.2 2.7 -0.3
-0.8 0.3 0.3

The value obtained for the energy is -9392.6264 eV. As for the energy above the lowest of the compared OMol25 structures with the same formula, charge and spin: 97.4 kcal per mole. The HOMO energy comes out at -0.300 Eh.

Entry from OMol25: 2 unconnected molecules or ions with the total composition C6H12N2 in a non-equilibrium geometry (the ωB97M-V functional and the def2-TZVPD basis).

Last column: natural (NBO) charge in e.
Cartesian coordinates (Å):
C  -1.088475  -1.328247  2.401128  -0.642
C  -0.847804  -1.024294  0.979027  0.089
C  -1.807170  -0.626418  0.057928  -0.119
C  0.030297  -1.119224  -0.971810  0.151
N  0.307419  -1.375924  0.276018  -0.457
N  -1.215986  -0.617809  -1.167983  -0.527
H  -2.055518  -0.927805  2.680022  0.219
H  -0.224002  -1.124834  3.028568  0.232
H  -2.837007  -0.333401  0.169192  0.213
H  0.818097  -1.323768  -1.684444  0.201
H  -1.525590  -0.398350  -2.093836  0.421
H  -1.370936  -2.396394  2.531816  0.219
C  1.334413  2.734615  -1.040587  -0.618
C  2.635117  2.260396  -0.400737  -0.609
H  0.601445  1.925222  -0.945059  0.207
H  1.009144  3.760625  -0.827388  0.209
H  1.402367  2.834039  -2.133969  0.198
H  3.423068  2.981711  -0.605576  0.199
H  2.897146  1.286553  -0.806520  0.205
H  2.650751  2.073927  0.683188  0.209

Forces on atoms 1 to 6 (eV/Å):
-0.6 -1.4 0.0
-0.6 -0.6 -1.9
-0.1 0.5 1.1
1.3 -0.2 0.2
-1.0 0.5 0.9
1.5 -0.9 -0.5

The value obtained for the energy is -9396.2729 eV. As for the energy above the lowest of the compared OMol25 structures with the same formula, charge and spin: 13.3 kcal per mole. The HOMO energy comes out at -0.312 Eh.